C23H19F14OSi | ωB97M-V/def2-TZVPD

Computed properties:
Charge   +1
Frontier orbital gap   5.2 eV
Calculated total energy   -2650.374499 a.u.
Highest occupied orbital energy   -12.174 eV
Spin multiplicity   1

Geometry as XYZ:
```
58
Properties=species:S:1:pos:R:3:forces:R:3
C -4.76818 -0.95600 2.64624 0.5 -0.1 0.0
Si -3.30092 -2.12954 2.49930 -2.8 -1.8 -1.5
C -3.61493 -3.75769 3.37616 0.5 0.4 0.2
C -2.87034 -2.53147 0.70812 0.3 0.3 0.3
O -2.05264 -1.31225 3.30923 4.1 5.2 0.7
C -1.35030 -0.16780 3.27652 -3.9 -2.2 -0.2
C -0.18390 -0.15836 2.41456 5.3 0.0 -3.1
F -0.52607 0.17513 1.09961 -0.6 -0.5 2.1
F 0.78000 0.77796 2.77742 -1.9 -0.4 0.0
C 0.74603 -1.45006 2.26127 -0.6 0.3 -2.2
F 0.01111 -2.41232 1.65078 0.2 0.2 0.5
F 1.71123 -1.07875 1.36758 -0.8 -0.2 1.0
C 1.37098 -2.00424 3.53516 -0.5 0.0 1.5
F 1.66630 -1.00098 4.39851 -0.1 -0.2 -0.4
F 0.42675 -2.77197 4.14341 0.2 0.2 -0.2
C 2.61824 -2.83119 3.28426 2.1 -1.2 -0.8
F 2.38044 -3.73093 2.28707 -0.1 0.7 0.5
F 3.62368 -1.99033 2.89056 -0.9 -0.6 0.4
C 3.19267 -3.67926 4.48243 0.5 -0.7 1.2
F 4.32943 -4.31894 4.09394 -1.5 1.0 0.2
F 3.48187 -2.85470 5.51951 -0.2 -0.7 -1.0
F 2.32647 -4.62735 4.92839 0.7 1.1 -0.7
C -1.73207 1.05336 3.99251 -2.7 0.3 0.5
H -5.67408 -1.47370 2.28237 0.4 0.2 0.2
H -4.90934 -0.67581 3.70513 -0.1 0.0 -0.5
H -4.61408 -0.05644 2.02631 -0.2 -0.3 0.3
H -4.61627 -4.13301 3.07920 0.5 0.2 0.2
H -2.85212 -4.49392 3.05701 -0.4 0.3 0.3
H -3.56975 -3.63203 4.47379 -0.2 -0.3 -0.5
H -3.81430 -2.56799 0.12030 0.6 0.1 0.4
H -2.18810 -1.77302 0.27439 -0.4 -0.5 0.0
H -2.39299 -3.53237 0.67070 -0.2 0.6 -0.1
H -1.25063 0.85567 4.99765 -0.6 0.4 -0.4
H -2.81503 1.06138 3.99747 -0.7 -1.4 1.3
F -1.33318 5.96382 7.29596 0.0 -1.2 -0.9
C -0.84958 4.93483 6.52555 0.1 0.5 0.7
C 0.48156 4.60650 6.75029 -0.1 -0.3 -0.3
C 1.00650 3.60631 5.95723 0.3 -1.7 0.8
F 2.20042 3.00945 6.33815 -1.1 1.1 -0.8
C 0.26212 2.96904 4.96491 0.4 0.6 -0.2
C -1.07079 3.34538 4.72659 1.4 -0.3 1.2
C -1.72361 2.60007 3.57800 3.3 1.4 -2.7
C -2.90745 3.50346 2.97652 -0.3 -1.4 0.9
C -3.98711 2.89408 2.36653 -1.0 0.4 -0.7
C -5.01186 3.64410 1.76319 -0.6 0.3 -0.3
C -5.03430 5.04491 1.77530 0.6 -0.4 0.2
C -3.97352 5.65417 2.43860 0.1 0.2 -0.2
F -3.94738 7.04310 2.40864 0.4 -2.0 0.5
C -2.94767 4.90783 3.07290 -0.2 1.1 -0.7
C -1.67086 4.24981 5.63092 0.3 0.2 -0.7
H 1.03937 5.02429 7.57377 0.0 0.2 -0.1
H 0.74339 2.21787 4.32683 -0.1 0.5 0.5
H -0.94072 2.50224 2.67550 -1.4 1.2 1.8
H -4.12092 1.82583 2.35155 0.3 -0.2 -0.1
H -5.84556 3.15466 1.23227 0.6 0.0 0.5
H -5.80651 5.65069 1.27765 0.4 -0.5 0.3
H -2.21152 5.51873 3.57616 0.2 -0.3 -0.1
H -2.71739 4.50666 5.55887 0.0 0.1 0.1
```
Positions in Å, forces in eV/Å.

C4H6O2P2S | ωB97M-V/def2-TZVPD

Computed properties:
Charge   0
Frontier orbital gap   8.3 eV
Calculated total energy   -1387.333372 a.u.
Highest occupied orbital energy   -8.658 eV
Structure (SMILES)   C=C[P@]1([C@@H]2CS2)=P(=O)O1
Spin multiplicity   1
Energy relative to the best compared isomer or geometry (same formula, charge and spin)   0.00 kcal/mol

Geometry as XYZ:
```
15
Properties=species:S:1:pos:R:3:forces:R:3
C 0.94858 2.27076 -1.26255 2.1 4.2 -0.7
C 0.18253 2.01472 -0.24671 0.0 -2.2 -0.6
P -0.49422 0.34487 -0.13825 0.6 -0.4 0.8
C 0.53464 -1.24482 -0.46389 -0.4 1.6 -0.8
C 0.13503 -2.30298 0.47056 -0.9 -1.3 0.1
S 1.73828 -1.73537 0.76266 2.4 0.7 -0.3
P -2.39186 0.43900 1.12436 1.7 1.4 0.6
O -2.85715 -0.91931 1.13429 -1.4 -2.2 0.2
O -0.58681 0.30959 1.48809 -1.7 0.1 -0.3
H 1.26320 1.57257 -1.98970 0.1 -0.8 -0.6
H 1.42141 3.32891 -1.40789 -1.0 -2.0 0.2
H -0.15379 2.65407 0.53419 0.0 0.6 0.4
H 0.71736 -1.46806 -1.51874 0.0 0.0 0.4
H -0.39952 -1.91476 1.27677 -1.6 0.1 1.0
H -0.05765 -3.34920 0.23680 0.1 0.4 -0.4
```
Positions in Å, forces in eV/Å.

C4H6BaO3 | ωB97M-V/def2-TZVPD

Computed properties:
Charge   +1
Frontier orbital gap (spin up / spin down)   5.4 / 10.8 eV
Calculated total energy   -406.910625 a.u.
Highest occupied orbital energy (spin up / spin down)   -8.428 / -14.263 eV
Spin multiplicity   2
Energy relative to the best compared isomer or geometry (same formula, charge and spin)   21.05 kcal/mol

Geometry as XYZ:
```
14
Properties=species:S:1:pos:R:3:forces:R:3
H 2.53021 -0.39546 1.13908 -2.9 1.1 0.1
O 0.33052 -0.83395 0.50806 0.2 -0.1 0.0
C -0.48549 0.12589 0.09716 0.1 0.5 -0.2
O -0.17165 1.30756 0.00463 0.3 0.2 0.2
Ba 1.89945 2.95611 0.06790 -0.2 -0.2 0.0
O -1.64009 -0.36418 -0.20158 -0.1 -0.7 0.5
C -2.80653 0.44855 0.01446 -0.4 0.5 -0.2
H -2.68609 1.02450 0.93842 -0.1 -0.1 -0.2
H -2.94971 1.11991 -0.83908 0.0 -0.2 0.2
H -3.63609 -0.25628 0.10063 0.2 0.2 0.0
C 1.68214 -0.61970 0.36527 4.4 -1.2 1.0
C 2.44618 -1.36558 -0.44175 -1.6 0.5 -2.0
H 1.97754 -1.99465 -1.20107 0.3 -0.2 0.1
H 3.50961 -1.15270 -0.55212 -0.3 -0.3 0.5
```
Positions in Å, forces in eV/Å.

C38H36FN8O6SSn | ωB97M-V/def2-TZVPD

Computed properties:
Charge   +3
Frontier orbital gap   7.1 eV
Calculated total energy   -3070.772700 a.u.
Highest occupied orbital energy   -14.209 eV
Spin multiplicity   1

Geometry as XYZ:
```
91
Properties=species:S:1:pos:R:3:forces:R:3
Sn -0.32637 -0.36476 -0.60110 -0.4 0.2 -0.1
N -2.06048 4.02723 -1.59775 0.0 0.0 -0.1
C -1.48021 3.89704 -2.84584 -0.1 0.1 0.0
C -1.33401 4.78809 -3.90363 0.0 -0.1 0.0
C -0.76206 4.28420 -5.05295 0.0 -0.1 0.0
C -0.36686 2.93798 -5.14686 0.0 0.1 0.0
C -0.51085 2.06767 -4.08712 0.0 0.0 0.0
C -1.05881 2.57049 -2.90765 0.0 -0.3 0.0
N -1.36806 1.91432 -1.71800 0.1 0.3 0.1
C -1.97987 2.81872 -0.98384 -0.1 0.0 0.2
C -2.60416 2.58952 0.32645 0.1 -0.1 -0.2
C -3.42394 3.46642 0.97610 0.1 0.0 0.0
S -4.01374 2.76714 2.40655 -0.1 0.0 0.0
C -3.15667 1.33991 2.03601 0.1 0.0 0.0
N -2.44896 1.37453 0.94384 -0.1 0.0 0.1
H -2.49260 4.85639 -1.22709 0.0 0.0 0.0
H -1.66874 5.81327 -3.84384 0.0 0.0 0.0
H -0.64172 4.93350 -5.90802 0.0 0.0 0.0
H 0.03756 2.57420 -6.08150 0.0 0.0 0.0
H -0.23495 1.02497 -4.16829 0.0 0.0 0.0
H -3.72422 4.45844 0.68814 0.0 0.1 0.0
H -3.23635 0.46590 2.66602 0.0 0.0 0.0
C 5.60285 -3.62233 -4.57266 0.0 0.0 0.0
C 5.90840 -2.66406 -3.43777 0.0 0.1 0.1
N 4.73092 -1.85319 -3.05854 0.0 0.1 -0.1
C 4.01510 -2.22591 -2.00052 -0.1 0.1 0.0
C 2.86296 -1.60532 -1.57362 0.1 0.0 0.1
C 2.20821 -2.21127 -0.36340 -0.2 0.0 -0.1
O 2.84852 -2.89667 0.39744 0.1 0.0 0.1
O 0.92662 -1.98168 -0.26534 0.3 -0.1 0.2
C 2.39213 -0.46637 -2.25572 0.0 0.0 0.0
O 1.34981 0.20816 -1.93777 -0.1 0.0 -0.1
C 3.19384 -0.02428 -3.38311 0.1 0.0 0.0
C 2.83467 1.12200 -4.10985 0.0 0.0 0.0
C 3.56236 1.50406 -5.19292 0.0 0.0 -0.1
F 3.14865 2.57134 -5.91320 0.0 0.0 0.0
C 4.71195 0.81076 -5.62483 0.2 0.0 0.1
C 5.07616 -0.31002 -4.90026 -0.1 0.1 0.1
C 4.33286 -0.73979 -3.78999 0.1 -0.1 0.0
N 5.49749 1.22179 -6.71043 -0.3 0.0 -0.1
C 5.60810 2.59797 -7.15086 0.1 0.1 0.1
C 4.79288 2.88653 -8.40223 0.0 0.0 -0.2
N 5.18203 1.89142 -9.47233 0.1 0.0 -0.1
C 5.03476 0.46630 -8.99550 -0.1 0.2 -0.1
C 5.88225 0.28362 -7.74382 0.2 0.0 0.0
H 6.50318 -4.17115 -4.84229 0.0 0.0 0.0
H 5.24178 -3.09903 -5.45751 0.0 0.0 0.0
H 4.84416 -4.34540 -4.27719 0.0 0.0 0.0
H 6.72710 -1.98489 -3.67124 0.0 0.0 0.0
H 6.20458 -3.20048 -2.53734 0.0 0.0 -0.1
H 4.37773 -3.08124 -1.44525 0.0 0.0 0.0
H 1.95636 1.68770 -3.83185 0.0 0.0 0.0
H 5.97605 -0.83040 -5.18326 0.1 0.0 0.0
H 6.66641 2.79654 -7.36171 0.0 0.0 0.0
H 5.31379 3.28864 -6.36598 0.0 0.0 0.0
H 4.99124 3.87975 -8.80235 0.0 0.0 0.1
H 3.72448 2.75830 -8.23855 0.0 0.0 0.0
H 6.15592 2.05667 -9.74929 -0.1 0.0 0.0
H 4.61848 2.04201 -10.31364 0.0 0.0 0.1
H 5.33270 -0.18752 -9.81315 0.0 0.0 0.0
H 3.97355 0.32997 -8.78458 0.0 -0.1 0.0
H 6.93888 0.44081 -7.99275 0.0 -0.1 0.0
H 5.78728 -0.74563 -7.40616 -0.1 0.0 0.0
O 1.13956 -0.36369 5.76082 0.0 0.0 0.0
C 0.25142 -1.36121 5.83592 0.1 0.0 0.1
C -0.05506 -1.98131 7.04418 0.0 0.0 -0.1
C -0.91996 -3.05503 7.08408 0.0 0.0 0.0
C -1.51317 -3.56673 5.92381 0.0 0.1 0.0
C -1.23736 -2.97306 4.72389 -0.1 0.0 0.1
C -0.37112 -1.84605 4.66878 0.1 0.2 -0.2
C -0.20925 -1.38562 3.34398 -0.1 -0.6 -0.2
O 0.21813 0.58922 3.42394 0.0 0.3 -0.1
O -0.32101 -1.57412 2.22507 0.1 0.1 0.5
H 1.49463 -0.18159 6.64314 0.0 0.0 -0.1
H 0.41176 -1.62129 7.95221 0.0 0.0 0.0
H -1.13183 -3.51720 8.03872 0.0 0.0 0.0
H -2.17436 -4.41844 5.97267 0.0 0.0 0.0
H -1.67306 -3.34398 3.80680 0.0 0.0 0.0
N 4.56145 2.40279 2.86212 0.1 0.0 0.0
C 3.37156 2.03802 2.35758 0.0 0.0 0.1
C 3.03348 2.26686 1.00871 -0.1 0.0 0.0
C 1.81246 1.86292 0.53964 0.1 0.0 0.1
N 0.87531 1.22736 1.28637 0.3 0.2 -0.4
C 1.20740 1.09700 2.55821 -0.4 -0.2 0.6
C 2.38702 1.44302 3.16290 0.1 0.0 -0.3
H 5.24011 2.88660 2.30013 0.0 0.0 0.0
H 4.78147 2.26712 3.83297 0.0 0.0 0.0
H 3.72429 2.76680 0.34544 0.0 0.0 0.0
H 1.55918 2.04694 -0.49429 -0.1 0.0 -0.1
H -0.62141 1.02611 3.19915 0.0 -0.1 -0.2
H 2.51796 1.29158 4.22222 0.0 0.0 0.0
```
Positions in Å, forces in eV/Å.

CH6N3O2 | ωB97M-V/def2-TZVPD

Computed properties:
Charge   +1
Frontier orbital gap   11.5 eV
Calculated total energy   -356.086558 a.u.
Highest occupied orbital energy   -14.981 eV
Structure (SMILES)   [NH2+]=C(NO)NO
Spin multiplicity   1
Energy relative to the best compared isomer or geometry (same formula, charge and spin)   8.23 kcal/mol

Geometry as XYZ:
```
12
Properties=species:S:1:pos:R:3:forces:R:3
N -0.22365 -1.15317 -0.36819 0.5 -1.0 0.0
C -0.00462 0.06772 0.02843 -1.0 2.1 2.8
N 0.26705 1.06751 -0.79053 0.8 -0.6 -2.8
O 0.74544 0.75744 -2.09949 -0.8 -0.3 0.7
N -0.21573 0.36932 1.38711 1.5 0.3 -4.6
O -0.70989 -0.60075 2.12589 -1.7 -1.3 1.7
H 0.15407 -1.45680 -1.26285 -0.3 0.0 0.3
H -0.35135 -1.80783 0.40434 -0.1 -0.1 -0.9
H 0.28565 2.05815 -0.71529 -0.1 0.6 1.2
H -0.01493 0.85461 -2.71954 0.4 0.0 0.6
H 0.19411 1.20746 1.75506 0.0 0.0 0.8
H -0.12615 -1.36365 2.25506 0.8 0.5 0.3
```
Positions in Å, forces in eV/Å.

C3H5NO2 | ωB97M-V/def2-TZVPD

Computed properties:
Charge   0
Frontier orbital gap   10.9 eV
Calculated total energy   -322.479009 a.u.
Highest occupied orbital energy   -10.086 eV
Structure (SMILES)   [H]/N=C/OCC=O
Spin multiplicity   1
Energy relative to the best compared isomer or geometry (same formula, charge and spin)   59.82 kcal/mol

Geometry as XYZ:
```
11
Properties=species:S:1:pos:R:3:forces:R:3
H 2.84205 0.47275 0.52596 0.3 0.1 0.1
N 1.85685 0.25862 0.52227 0.2 0.0 -0.4
C 1.49825 0.02007 -0.66231 -0.1 -0.1 0.3
O 0.22985 -0.33155 -0.96913 -0.4 -0.8 0.2
C -0.64203 -0.47039 0.14639 -0.5 -0.3 0.6
C -1.80761 0.40518 0.14273 -0.8 0.1 0.7
O -2.57357 0.10342 1.03032 -1.2 1.5 -0.2
H 2.11919 0.04405 -1.56510 -0.2 0.0 0.2
H -0.15631 -0.32475 1.10394 0.4 0.1 -0.1
H -1.37094 -1.31578 0.37681 2.4 -0.9 -1.4
H -1.99572 1.13839 -0.65189 -0.1 0.3 0.1
```
Positions in Å, forces in eV/Å.